[1]
Density functional theory data (ωB97M-V/def2-TZVPD) for C17H18BClN6O2Pt as an isolated structure in a non-equilibrium geometry.

As for the strongest force on any atom: 0.101 hartree/bohr. The calculation puts the HOMO energy (alpha / beta) at -0.2534 / -0.3143 hartree. The value obtained for the HOMO-LUMO gap (alpha / beta) is 7.356 / 8.224 eV. Its energy above the lowest of the compared OMol25 structures with the same formula, charge and spin is 36.4 kcal/mol. As for the spin multiplicity: 3.

Last column: Löwdin charge in e.
Element x y z (Å)
Pt  -0.757  -0.502  -0.400  1.30
Cl  -2.792  1.402  7.909  0.67
O  0.382  -0.253  2.164  -0.03
O  -1.617  0.568  1.474  -0.19
N  1.034  -1.022  -1.302  -0.11
N  0.530  1.764  -2.025  -0.02
N  -0.051  1.436  -0.819  -0.09
N  1.503  -0.456  -2.462  -0.01
N  -1.427  -0.378  -2.244  -0.16
N  -0.733  0.109  -3.329  0.00
C  -2.166  1.119  6.340  -0.69
C  -0.732  0.280  2.389  -0.61
C  2.677  -1.043  -2.776  -0.06
C  -2.754  -0.509  -4.012  -0.06
C  -1.174  0.144  6.150  -0.10
C  -1.444  -2.292  0.420  -0.21
C  2.964  -1.990  -1.799  -0.06
C  -1.192  0.625  3.781  -0.14
C  -0.678  -0.087  4.864  -0.02
C  1.914  -1.952  -0.883  -0.10
C  -1.536  0.033  -4.408  -0.06
C  -0.081  2.543  -0.046  -0.09
C  -2.662  -0.758  -2.653  -0.11
C  0.846  3.078  -2.008  -0.06
C  0.472  3.602  -0.776  -0.05
C  -2.176  1.597  3.969  -0.02
C  -2.659  1.859  5.252  -0.10
B  0.701  0.691  -3.145  -0.45
H  1.736  -2.511  0.026  0.11
H  3.204  -0.739  -3.666  0.12
H  -0.356  -2.306  0.595  0.00
H  1.200  1.102  -4.151  0.12
H  -1.877  -2.424  1.414  0.05
H  1.308  3.531  -2.873  0.12
H  0.577  4.615  -0.439  0.09
H  -0.496  2.531  0.950  0.10
H  -2.095  -1.230  0.056  0.00
H  -0.803  -0.424  6.998  0.10
H  -3.420  2.616  5.415  0.10
H  0.098  -0.829  4.687  0.12
H  3.824  -2.628  -1.752  0.09
H  -1.175  0.373  -5.367  0.12
H  -2.571  2.137  3.109  0.12
H  -1.720  -3.088  -0.268  0.04
H  -3.610  -0.697  -4.633  0.09
H  -3.369  -1.167  -1.944  0.11

---

[2]
Density functional theory data (ωB97M-V/def2-TZVPD) for one molecule with the formula C3H5O2P in a non-equilibrium geometry.

As for the strongest force on any atom: 0.073 hartree/bohr. The calculation puts the HOMO energy at -0.3229 hartree. The value obtained for the HOMO-LUMO gap is 8.352 eV. Its energy above the lowest of the compared OMol25 structures with the same formula, charge and spin is 90.3 kcal/mol.

Last column: Löwdin charge in e.
Element x y z (Å)
P  0.350  1.544  -0.706  0.64
O  1.461  2.414  -0.500  -0.27
O  0.668  -0.013  -0.352  -0.24
C  0.527  -2.114  0.693  -0.10
C  -0.150  -1.012  -0.125  -0.13
C  -1.222  1.956  -0.596  -0.17
H  0.348  -3.191  0.516  0.08
H  -1.437  2.913  -0.905  -0.03
H  -2.075  1.183  -0.599  0.05
H  1.534  -1.723  0.871  0.06
H  -0.005  -1.957  1.703  0.11

---

[3]
Density functional theory data (ωB97M-V/def2-TZVPD) for C13H13N6OPtS as an isolated structure in a non-equilibrium geometry.

As for the strongest force on any atom: 0.061 hartree/bohr. As for the charge: +3. The calculation puts the HOMO energy (alpha / beta) at -0.6559 / -0.6559 hartree. The value obtained for the HOMO-LUMO gap (alpha / beta) is 3.440 / 3.421 eV.

Last column: Löwdin charge in e.
Element x y z (Å)
Pt  1.102  0.987  -1.189  1.21
S  3.253  1.593  -1.316  0.84
O  -0.770  -4.231  2.837  0.09
N  4.446  2.945  0.642  0.21
N  0.623  -0.804  -0.346  -0.15
N  2.178  3.060  0.687  0.09
N  -0.307  -5.617  1.106  0.23
N  -0.872  1.599  -1.308  -0.07
N  1.086  2.629  0.097  -0.14
C  3.291  2.599  0.134  -0.69
C  -1.830  1.030  -2.041  -0.03
C  -2.510  2.874  -0.132  0.08
C  -0.089  3.133  0.296  0.07
C  0.221  -0.800  0.943  -0.07
C  -0.109  -1.971  1.583  0.07
C  0.375  -3.165  -0.440  0.06
C  0.692  -1.960  -1.034  -0.07
C  -0.395  -4.426  1.669  -0.46
C  -3.177  1.343  -1.847  0.05
C  -1.204  2.524  -0.374  -0.24
C  -3.524  2.252  -0.870  0.06
C  -0.027  -3.177  0.887  -0.04
H  1.018  -1.921  -2.065  0.13
H  -0.206  4.002  0.935  0.19
H  0.019  -5.773  0.166  0.12
H  4.488  3.575  1.435  0.17
H  0.179  0.148  1.458  0.12
H  -3.926  0.873  -2.470  0.15
H  -1.525  0.339  -2.815  0.14
H  5.320  2.666  0.221  0.15
H  0.456  -4.057  -1.048  0.14
H  -0.556  -6.433  1.653  0.15
H  -2.739  3.625  0.615  0.16
H  -0.422  -1.957  2.619  0.15
H  -4.562  2.500  -0.688  0.15

---

Which value of strongest force on any atom does entry 1 give?
0.101 hartree/bohr

---

What is the strongest force on any atom in the second record?
0.073 hartree/bohr

---

What is the strongest force on any atom in the third record?
0.061 hartree/bohr

---

Which value of strongest force on any atom does entry 3 give?
0.061 hartree/bohr